ORCA calculation (ωB97M-V with the def2-TZVPD basis set) on a single C6H10 molecule in a non-equilibrium geometry.

XYZ file:
```
16
C6H10 (ωB97M-V with the def2-TZVPD basis set)
C -0.80 0.32 0.83
C 0.53 -0.15 1.39
C 1.29 0.76 0.42
C 0.65 -0.21 -1.64
C -0.56 -0.63 -1.57
C -1.45 -0.48 -0.17
H 0.23 1.03 -0.17
H -1.28 1.18 1.29
H 0.69 -1.22 1.20
H 0.71 0.05 2.44
H 2.27 0.50 0.02
H 1.37 1.74 0.91
H 1.50 -0.11 -2.31
H -1.17 -1.15 -2.30
H -1.54 -1.54 0.10
H -2.44 -0.10 -0.44
```

Values from the calculation:
total charge = 0
E_HOMO (alpha / beta) = -7.1 / -6.9 eV
orbital gap (alpha / beta) = 7.71 / 7.65 eV


ORCA calculation (ωB97M-V with the def2-TZVPD basis set) on a single C6H10 molecule in a non-equilibrium geometry.

XYZ file:
```
16
C6H10 (ωB97M-V with the def2-TZVPD basis set)
C 0.97 2.17 -0.75
C 1.13 0.84 -0.82
C 0.40 -0.22 -0.04
C 1.15 -1.33 0.58
C -0.92 0.01 -0.07
C -2.09 -0.81 0.31
H 0.30 2.55 0.01
H 1.50 2.93 -1.26
H 1.62 0.51 -1.72
H 1.67 -1.98 -0.13
H 0.65 -1.85 1.39
H 2.08 -0.97 1.04
H -1.25 1.00 -0.33
H -2.94 -0.93 -0.35
H -2.44 -0.24 1.20
H -1.82 -1.68 0.94
```

Values from the calculation:
total charge = 0
E_HOMO = -8.4 eV
orbital gap = 9.49 eV


In order of appearance, molecular weight = 82.15; 82.15 g/mol.
In order of appearance, relative energy (zero: lowest compared OMol25 entry of this formula, charge and spin) = 610.67; 184.91 kJ/mol.
In order of appearance, E = -6377.530; -6381.943 eV.